Formula: C44H46BrIrN3OP
Source: the OMol25 dataset
Level of theory: ωB97M-V/def2-TZVPD

```
97
Properties=species:S:1:pos:R:3:forces:R:3
Ir 0.6623 0.0182 -0.2219 0.0 -0.1 0.1
C 3.3642 -0.9522 0.4928 -0.1 -0.1 0.0
N 1.9437 -1.0688 0.8395 0.2 0.2 0.0
C 1.4540 -1.6959 1.8585 0.0 0.0 0.0
C 0.0518 -1.5975 2.0242 0.1 0.0 -0.1
C -0.9107 -2.1030 2.9013 0.0 0.0 0.0
C -2.1327 -1.5767 2.4863 0.0 0.0 0.0
C -1.8768 -0.7652 1.3723 0.0 0.0 0.0
N -0.5723 -0.7858 1.0971 0.0 -0.1 0.0
C 3.3675 -0.4152 -0.9172 0.0 0.1 0.1
C 3.6278 -1.2264 -2.0035 -0.1 0.0 0.0
C 3.3632 -0.7678 -3.2879 0.0 0.0 0.0
C 2.8393 0.4998 -3.4952 0.0 0.0 0.0
C 2.5977 1.3302 -2.4136 0.0 0.0 0.1
C 2.8671 0.8862 -1.1181 0.1 0.0 0.0
H 3.8555 -1.9248 0.5565 0.0 0.0 0.0
H 3.8534 -0.2596 1.1830 0.0 0.0 0.0
H 2.0970 -2.2603 2.5274 0.0 0.0 0.0
H -0.7309 -2.7640 3.7343 0.0 0.0 0.0
H -3.0998 -1.7483 2.9292 0.0 0.0 0.0
H -2.5652 -0.1847 0.7790 0.0 0.0 0.0
H 3.9731 -2.2417 -1.8463 0.0 0.0 0.0
H 3.5413 -1.4192 -4.1347 0.0 0.0 0.0
H 2.6158 0.8368 -4.4992 0.0 0.0 0.0
H 2.2070 2.3290 -2.5633 0.0 0.0 0.0
H 2.7921 1.5743 -0.2831 0.0 0.0 0.0
C -3.6540 5.6403 2.8542 0.0 0.0 0.0
C -2.8021 5.8305 1.5915 0.0 0.0 0.0
C -2.0022 7.1351 1.7126 0.0 0.0 0.0
C -3.7438 5.9553 0.3939 0.0 0.0 0.0
C -1.8399 4.6547 1.4392 0.0 0.0 0.0
C -1.8409 3.8138 0.3443 0.0 0.0 0.0
C -0.9238 2.7767 0.2890 0.0 0.0 0.0
Br -0.9884 1.6211 -1.2538 0.0 0.0 0.0
C 0.0398 2.4967 1.2636 0.0 0.0 0.0
O 0.9264 1.5336 1.1670 0.0 0.1 0.0
C 0.0159 3.3508 2.4063 0.0 0.0 0.0
C -0.9033 4.3823 2.4464 0.0 0.0 0.0
C 0.9748 3.0796 3.5697 0.0 0.0 0.0
C 2.4337 3.1887 3.0993 0.0 0.0 0.0
C 0.7036 1.6771 4.1392 0.0 0.0 0.0
C 0.7897 4.0824 4.7115 0.0 0.0 0.0
H -4.3414 6.4808 2.9774 0.0 0.0 0.0
H -3.0354 5.5794 3.7506 0.0 0.0 0.0
H -4.2406 4.7220 2.7887 0.0 0.0 0.0
H -2.6779 7.9857 1.8319 0.0 0.0 0.0
H -1.3957 7.2994 0.8199 0.0 0.0 0.0
H -1.3328 7.1150 2.5737 0.0 0.0 0.0
H -4.4138 6.8040 0.5431 0.0 0.0 0.0
H -4.3605 5.0624 0.2726 0.0 0.0 0.0
H -3.1940 6.1253 -0.5342 0.0 0.0 0.0
H -2.5381 3.9436 -0.4718 0.0 0.0 0.0
H -0.9087 5.0234 3.3167 0.0 0.0 0.0
H 2.6503 2.4636 2.3184 0.0 0.0 0.0
H 3.1067 3.0108 3.9422 0.0 0.0 0.0
H 2.6361 4.1901 2.7118 0.0 0.0 0.0
H 0.8302 0.9081 3.3798 0.0 0.0 0.0
H -0.3167 1.6145 4.5242 0.0 0.0 0.0
H 1.3904 1.4751 4.9659 0.0 0.0 0.0
H 0.9890 5.1073 4.3908 0.0 0.0 0.0
H 1.4937 3.8423 5.5105 0.0 0.0 0.0
H -0.2164 4.0387 5.1339 0.0 0.0 0.0
N 0.4399 -1.3045 -1.7008 -0.2 0.1 -0.2
P 0.0831 -2.7599 -2.0000 0.1 -0.1 0.0
C -1.3997 -3.4716 -1.2067 0.0 0.0 0.0
C -2.5542 -2.6917 -1.2849 0.0 0.0 0.0
C -3.7441 -3.1361 -0.7356 0.0 0.0 0.0
C -3.7926 -4.3643 -0.0874 0.0 0.0 0.0
C -2.6527 -5.1469 -0.0053 0.0 0.0 0.0
C -1.4613 -4.7071 -0.5719 -0.1 0.0 0.0
C -0.2693 -2.9756 -3.7701 0.0 0.0 0.0
C -0.0428 -1.9064 -4.6268 0.0 0.0 0.0
C -0.3055 -2.0334 -5.9847 0.0 0.0 0.0
C -0.7964 -3.2300 -6.4875 0.0 0.0 0.0
C -1.0318 -4.2998 -5.6323 0.0 0.0 0.0
C -0.7713 -4.1719 -4.2765 0.0 0.0 0.0
C 1.4180 -3.9777 -1.6727 -0.1 0.0 0.1
C 1.7377 -4.2533 -0.3423 0.0 0.0 0.0
C 2.8614 -4.9962 -0.0193 0.0 0.0 0.0
C 3.6926 -5.4715 -1.0279 0.0 0.0 0.0
C 3.3808 -5.2120 -2.3536 0.0 0.0 0.0
C 2.2483 -4.4719 -2.6742 0.0 0.0 0.0
H -2.5085 -1.7277 -1.7794 0.0 0.0 0.0
H -4.6341 -2.5229 -0.8048 0.0 0.0 0.0
H -4.7201 -4.7098 0.3514 0.0 0.0 0.0
H -2.6872 -6.1062 0.4956 0.0 0.0 0.0
H -0.5828 -5.3376 -0.5202 0.0 0.0 0.0
H 0.3301 -0.9830 -4.1994 0.0 0.0 0.0
H -0.1326 -1.1970 -6.6507 0.0 0.0 0.0
H -1.0036 -3.3292 -7.5456 0.0 0.0 0.0
H -1.4244 -5.2302 -6.0227 0.0 0.0 0.0
H -0.9661 -5.0031 -3.6071 0.0 0.0 0.0
H 1.0894 -3.8842 0.4447 0.0 0.0 0.0
H 3.0899 -5.2119 1.0178 0.0 0.0 0.0
H 4.5741 -6.0484 -0.7788 0.0 0.0 0.0
H 4.0201 -5.5855 -3.1438 0.0 0.0 0.0
H 2.0205 -4.2693 -3.7136 0.0 0.0 0.0
```
Forces are in eV/Å.

The calculation puts the LUMO energy at 0.3 eV. The spin multiplicity is 1. The value obtained for the total energy is -135063.6242 eV. The HOMO-LUMO gap is 7.27 eV.

Here are the Löwdin charges for atoms 1 to 5, given in e: 1.12 -0.12 -0.13 -0.08 -0.31

=====

Formula: C44H46IrN4PSSi
Source: the OMol25 dataset
Level of theory: ωB97M-V/def2-TZVPD

```
98
Properties=species:S:1:pos:R:3:forces:R:3
Ir -0.1968 -0.7619 1.5784 1.8 -0.9 0.5
C 2.9303 -1.3532 -3.6436 -0.1 -0.1 0.0
C 2.0695 -2.4459 -4.2682 0.0 0.0 -0.1
C 1.5877 -1.9730 -5.6476 0.0 0.0 0.1
C 2.9480 -3.6988 -4.4286 0.0 0.0 0.1
C 0.8669 -2.8149 -3.3952 0.0 0.0 0.0
C 0.0334 -3.8584 -3.8362 -0.1 0.0 0.0
C -0.9891 -4.3553 -3.0609 0.1 0.0 0.0
C -1.1668 -3.8148 -1.7946 -0.1 0.1 0.2
S -2.2584 -4.3386 -0.5573 0.1 0.1 0.1
C -1.5933 -3.1321 0.5071 -0.5 -0.4 -0.4
N -0.6766 -2.3782 -0.0271 0.1 1.5 1.3
C -0.3891 -2.7474 -1.3370 0.1 0.0 -0.4
C 0.6072 -2.2240 -2.1679 0.0 0.1 0.1
C -1.9635 -3.0450 1.8954 -0.2 -0.3 0.2
C -2.9943 -3.8160 2.4371 0.1 -0.1 0.0
C -3.2462 -3.7749 3.7932 -0.1 -0.1 0.0
C -2.4713 -2.9492 4.6020 0.2 -0.1 -0.1
C -1.4921 -2.1415 4.0449 0.5 0.0 0.4
C -1.2031 -2.1769 2.6851 -0.6 2.2 -1.3
H 3.7952 -1.1597 -4.2823 0.0 0.0 0.0
H 3.2995 -1.6544 -2.6618 0.0 0.0 -0.1
H 2.3703 -0.4253 -3.5434 0.0 0.0 0.1
H 2.4404 -1.6678 -6.2592 0.0 0.0 0.0
H 0.9114 -1.1228 -5.5410 0.0 0.0 0.0
H 1.0598 -2.7655 -6.1805 0.0 0.0 0.0
H 3.7961 -3.4842 -5.0835 0.0 0.0 0.0
H 2.3901 -4.5337 -4.8521 0.0 0.0 0.0
H 3.3348 -4.0134 -3.4562 0.0 0.0 0.0
H 0.2041 -4.3050 -4.8072 0.0 0.0 0.0
H -1.6099 -5.1720 -3.4061 0.0 0.0 0.0
H 1.1723 -1.3713 -1.8112 0.1 -0.1 0.0
H -3.6002 -4.4390 1.7884 0.0 -0.1 0.0
H -4.0351 -4.3794 4.2214 0.0 0.0 0.0
H -2.6408 -2.9324 5.6715 0.0 0.1 0.0
H -0.9212 -1.4870 4.6926 -0.1 -0.1 -0.1
C -0.5728 1.0510 5.0705 0.0 0.0 -0.1
C 0.6393 1.3249 4.2298 -0.4 0.0 0.2
C 1.5667 2.2937 4.5649 0.1 0.0 0.0
C 2.6130 2.5579 3.6807 0.0 -0.1 0.0
C 2.7621 1.8052 2.5387 -0.1 0.0 0.0
C 1.8593 0.7502 2.3103 0.3 0.1 0.1
N 0.7949 0.5807 3.1329 -0.7 -0.5 -1.3
N 1.8926 -0.1642 1.3152 -0.1 -0.5 0.0
Si 3.3517 -0.8774 0.7079 0.2 -0.2 0.0
C 4.6796 -0.9421 2.0452 -0.2 0.1 0.0
C 4.0815 0.0944 -0.7389 -0.1 -0.1 0.1
C 2.9425 -2.6637 0.2745 0.1 0.1 -0.1
H -0.8564 1.9280 5.6507 0.0 0.0 0.0
H -0.3700 0.2348 5.7680 0.0 0.1 0.0
H -1.3982 0.7476 4.4246 0.0 0.0 0.1
H 1.4551 2.8581 5.4805 -0.1 0.0 0.0
H 3.3070 3.3626 3.8938 0.0 0.0 0.0
H 3.5393 2.0022 1.8120 0.0 0.0 0.1
H 4.9097 0.0500 2.4399 0.0 0.0 0.0
H 5.6064 -1.3671 1.6494 -0.1 0.0 0.0
H 4.3541 -1.5631 2.8849 0.0 0.0 0.0
H 4.6344 0.9625 -0.3689 0.0 0.0 0.0
H 3.3125 0.4516 -1.4289 0.0 0.0 0.0
H 4.7846 -0.5200 -1.3094 0.0 0.1 0.0
H 2.0982 -2.9943 0.8851 0.0 0.0 0.0
H 3.7931 -3.3179 0.4873 0.0 0.1 0.0
H 2.6668 -2.8152 -0.7695 0.0 0.0 0.0
N -1.7794 0.4103 1.1567 -0.5 -0.3 0.4
P -1.8006 1.7067 0.3124 0.0 -0.8 0.3
C -3.5120 2.2954 0.1623 0.0 -0.1 0.0
C -3.8134 3.5090 -0.4501 -0.1 -0.1 0.0
C -5.1371 3.9026 -0.5778 0.0 0.0 -0.1
C -6.1547 3.0882 -0.0946 0.0 0.0 0.0
C -5.8518 1.8906 0.5377 0.1 0.0 0.0
C -4.5269 1.4909 0.6665 0.0 0.1 -0.1
C -0.9739 3.2146 0.9485 0.1 0.0 -0.2
C -0.2507 4.1273 0.1815 -0.1 0.1 0.2
C 0.2845 5.2617 0.7801 0.1 0.0 -0.1
C 0.0760 5.5078 2.1281 0.0 0.0 0.0
C -0.6709 4.6169 2.8882 0.0 0.0 0.0
C -1.1847 3.4713 2.3020 0.1 0.0 0.0
C -1.2176 1.5310 -1.4061 0.0 0.2 0.1
C 0.1417 1.6307 -1.7034 -0.2 0.0 -0.1
C 0.5731 1.4804 -3.0131 0.1 0.0 0.1
C -0.3322 1.1644 -4.0163 0.0 0.0 -0.1
C -1.6756 0.9944 -3.7119 0.0 0.0 0.1
C -2.1212 1.1906 -2.4111 0.2 0.0 0.0
H -3.0132 4.1342 -0.8305 0.0 0.0 0.0
H -5.3776 4.8425 -1.0594 0.0 0.0 0.0
H -7.1876 3.3917 -0.2157 0.0 0.0 0.0
H -6.6449 1.2625 0.9249 0.0 0.0 0.0
H -4.2451 0.5590 1.1439 0.0 0.0 0.0
H -0.1149 3.9658 -0.8792 0.0 0.0 0.0
H 0.8673 5.9553 0.1846 0.0 0.0 0.0
H 0.4971 6.3949 2.5864 0.0 0.0 0.0
H -0.8460 4.8151 3.9388 0.0 0.0 0.0
H -1.7524 2.7495 2.8808 0.0 0.1 0.0
H 0.8518 1.8453 -0.9117 0.0 0.0 0.0
H 1.6202 1.6237 -3.2486 0.0 0.0 0.0
H 0.0101 1.0493 -5.0379 0.0 0.0 0.0
H -2.3820 0.7240 -4.4873 0.0 0.0 0.0
H -3.1717 1.0852 -2.1682 0.0 0.0 -0.1
```
Forces are in eV/Å.

The calculation puts the LUMO energy (alpha / beta) at -0.1 / -0.1 eV. The spin multiplicity is 1. The value obtained for the total energy is -83177.4799 eV. The HOMO-LUMO gap (alpha / beta) is 6.43 / 6.43 eV.

Here are the Löwdin charges for atoms 1 to 5, given in e: 1.29 -0.06 -0.55 -0.04 -0.04

=====

Formula: C44H46O7S2Zr
Source: the OMol25 dataset
Level of theory: ωB97M-V/def2-TZVPD

```
100
Properties=species:S:1:pos:R:3:forces:R:3
Zr -1.4563 -0.9457 1.5040 -0.6 -0.6 0.8
C -1.4908 -4.1301 2.0605 0.9 -2.0 -1.8
C -0.6569 -3.6471 3.1750 0.9 1.5 -0.2
O -1.1915 -2.2941 3.3871 0.4 0.9 0.1
C -0.6329 -1.5439 4.5430 -0.6 -0.7 -1.0
C -1.5012 -0.3436 4.7702 1.4 0.4 -0.2
O -1.6893 0.2734 3.4320 0.2 0.0 1.3
C -2.3844 1.5847 3.4948 -0.1 -1.6 -0.7
C -2.4025 2.0213 2.0506 2.6 -1.2 -0.5
O -2.8500 0.7586 1.3419 1.1 2.2 -0.4
C -4.2748 0.6994 1.1119 0.3 1.6 0.0
C -4.4542 -0.5311 0.3439 -0.1 -2.2 -1.3
O -3.6430 -1.6185 1.0058 -0.6 0.7 0.1
C -3.8053 -2.9386 0.4083 0.2 0.6 -0.3
C -2.4455 -3.3424 -0.0672 -0.1 0.4 -0.4
O -1.5386 -3.1346 1.0335 0.9 2.0 -0.2
H -2.4964 -4.2905 2.3475 -1.0 -0.6 0.6
H -1.0241 -5.0136 1.5346 -0.7 0.5 1.0
H 0.4270 -3.6140 2.9509 -0.5 0.3 -0.1
H -0.7650 -4.2095 4.0720 -0.4 -0.6 0.7
H 0.3691 -1.2376 4.3241 0.7 -0.1 -0.3
H -0.6706 -2.2365 5.3552 0.1 -0.2 0.8
H -0.8917 0.3509 5.4088 -0.9 -0.4 -0.5
H -2.4186 -0.6543 5.2460 -0.6 0.5 -0.2
H -1.9481 2.2067 4.2656 0.2 0.3 -0.2
H -3.3815 1.2863 3.7488 -0.7 0.4 0.6
H -1.3123 2.2500 1.6525 -2.3 -0.3 0.6
H -3.0955 2.8082 1.8481 -0.3 0.5 -0.2
H -4.6784 1.6883 0.6972 0.6 -1.7 0.0
H -4.6524 0.6071 2.0827 -1.3 -0.2 1.4
H -4.0156 -0.4611 -0.6650 -0.4 0.1 0.2
H -5.4827 -0.9196 0.3096 0.3 0.5 0.0
H -4.5073 -2.9616 -0.3999 -0.4 0.6 -0.8
H -4.2380 -3.6822 1.0634 0.1 0.3 1.0
H -2.0302 -2.7176 -0.9176 -0.7 -1.3 1.0
H -2.5561 -4.3891 -0.2214 0.6 -1.0 -0.8
C -5.4995 0.6303 -5.7595 -0.3 -0.3 0.9
C -4.3801 0.4573 -4.7542 -0.1 -1.5 0.0
C -3.8414 -0.8245 -4.4371 -0.7 0.3 -0.3
C -2.8514 -0.9829 -3.4697 -0.7 -0.3 -0.5
C -2.3281 0.1509 -2.8512 0.6 0.5 -0.4
C -2.7435 1.4355 -3.2822 1.0 -0.1 2.0
C -3.7937 1.5402 -4.1284 -1.2 0.5 -0.9
S -1.0056 0.2635 -1.6932 1.2 -0.3 -0.6
O -1.3037 -0.7483 -0.4739 -0.2 0.2 -0.2
C 0.5360 -0.4384 -2.3426 -0.3 -0.2 -0.1
C 0.6018 -1.6735 -3.1375 -2.4 2.4 0.2
C 1.7684 -2.0600 -3.6466 0.6 0.3 1.1
C 2.9358 -1.3353 -3.2213 0.7 -0.6 -0.9
C 4.1619 -1.7564 -3.7227 1.7 -0.1 0.3
C 5.3570 -1.0893 -3.3746 -2.1 -1.3 -0.9
C 5.3458 0.0702 -2.5865 -0.2 -0.5 -0.6
C 4.1397 0.5347 -2.1160 -0.1 -0.6 -1.2
C 2.9333 -0.1606 -2.4272 -0.3 0.0 0.1
C 1.6626 0.2983 -2.0020 -0.4 0.8 1.4
C 1.5830 1.4914 -1.0030 -0.9 -0.4 0.0
C 1.4736 2.8561 -1.5002 -0.8 -0.8 3.1
C 1.6023 3.1738 -2.8199 0.1 2.0 -1.5
C 1.5988 4.5326 -3.1533 0.2 -1.1 -2.4
C 1.4170 5.5781 -2.2666 0.1 -0.5 0.7
C 1.2316 5.2787 -0.9404 -0.4 0.0 1.1
C 1.1818 3.9288 -0.5208 1.1 -1.0 -0.7
C 1.0332 3.5552 0.8456 -0.2 1.6 1.6
C 1.1753 2.2784 1.2983 -0.1 -0.1 0.0
C 1.4518 1.2392 0.3842 0.3 1.1 -2.2
S 1.8120 -0.3535 0.9103 -0.5 -0.7 -0.7
O 0.4705 -0.6416 1.7734 0.1 -0.1 0.0
C 3.0738 -0.2893 2.0150 2.3 0.0 1.4
C 4.2159 -1.0959 1.6882 -0.7 0.6 -0.4
C 5.3286 -1.0597 2.5116 -0.2 0.0 1.5
C 5.2925 -0.3956 3.7595 -0.8 0.7 0.9
C 6.3606 -0.5769 4.7994 1.2 -1.3 0.1
C 4.1767 0.4550 4.0903 1.2 -0.6 -1.6
C 3.1656 0.5362 3.1769 -1.5 0.7 0.2
H -6.3559 1.2642 -5.5073 0.6 0.4 0.5
H -5.9979 -0.2757 -6.0276 0.1 -1.0 0.0
H -5.0908 0.9970 -6.6628 0.5 0.6 -1.0
H -4.2861 -1.6879 -4.9530 0.4 0.3 0.4
H -2.5685 -1.9996 -3.2273 0.2 0.1 0.1
H -2.2803 2.3360 -2.8382 -0.3 -0.6 -0.3
H -4.2823 2.4701 -4.3235 0.3 0.8 -0.1
H -0.3511 -2.0111 -3.5502 0.3 -0.4 0.4
H 1.7854 -2.9276 -4.2888 0.5 0.1 -0.2
H 4.1860 -2.6476 -4.3756 0.2 0.7 0.4
H 6.2002 -1.5070 -3.8763 1.0 0.2 0.2
H 6.2747 0.6096 -2.5194 0.0 0.3 0.4
H 4.0838 1.5468 -1.7958 -0.1 0.5 0.9
H 1.7090 2.4641 -3.6317 0.2 -0.2 0.3
H 1.7546 4.7516 -4.2375 -0.2 0.0 1.1
H 1.4428 6.5841 -2.6126 0.1 0.6 -0.2
H 1.1442 6.0637 -0.1638 -0.1 -0.5 -0.7
H 0.8568 4.3621 1.6511 0.3 -1.2 -1.6
H 1.1143 2.0107 2.3480 -0.1 0.4 -0.2
H 4.2269 -1.6703 0.7462 0.0 0.2 0.6
H 6.2200 -1.6549 2.3641 -0.1 -0.1 -0.5
H 5.9890 -0.8651 5.8207 0.0 0.8 -1.0
H 7.0859 0.2600 4.8646 -0.7 -0.1 0.1
H 7.0011 -1.4440 4.5215 -0.4 0.5 0.0
H 4.1623 1.1774 4.9004 0.3 -0.5 0.2
H 2.4215 1.3126 3.4546 0.3 -0.9 -0.6
```
Forces are in eV/Å.

As for the net charge: +4. The calculation puts the LUMO energy at -10.6 eV. The spin multiplicity is 1. The value obtained for the total energy is -83620.9442 eV. The HOMO-LUMO gap is 6.61 eV.

Here are the Löwdin charges for atoms 1 to 5, given in e: 2.01 -0.10 -0.08 -0.26 -0.09